DFT (ωB97M-V/def2-TZVPD) results for C7H10S in the gas phase in a non-equilibrium geometry.

Each line ends with the Mulliken charge.
Geometry (Å):
1 C 0.89 1.65 -0.22  -0.398
2 C 1.34 0.66 -0.94  -0.811
3 C 0.38 -0.33 -1.14  0.087
4 C 0.62 -1.73 -1.70  -0.810
5 C 0.29 -1.45 -0.20  0.302
6 C -0.91 -1.38 0.66  -1.153
7 C -0.95 -0.26 1.56  -0.564
8 S -0.68 1.48 0.77  -0.185
9 H 1.43 2.58 0.16  0.331
10 H 2.23 0.66 -1.45  0.485
11 H -0.63 0.27 -1.38  0.444
12 H -0.07 -2.09 -2.41  0.331
13 H 1.72 -2.18 -1.69  0.222
14 H 1.24 -1.50 0.46  0.188
15 H -1.04 -2.25 1.26  0.405
16 H -1.76 -1.49 0.08  0.381
17 H -1.92 -0.22 2.00  0.377
18 H -0.34 -0.44 2.44  0.366

Computed properties:
energy above the lowest of the compared OMol25 structures with the same formula, charge and spin	332.6	kJ/mol
E_HOMO	-8.38	eV
structure (SMILES)	C1=C[C@H]2C[C@@H]2CCS1
multiplicity	1
Kohn-Sham gap	9.38	eV


DFT (ωB97M-V/def2-TZVPD) results for a molecular structure, C29H36CoN7O4PS2SeSi in a non-equilibrium geometry.

Each line ends with the Mulliken charge.
Geometry (Å):
1 Co -0.16 1.03 -1.49  0.006
2 O 3.36 -2.98 -0.41  -0.728
3 C 3.63 -2.08 0.57  1.246
4 C 4.46 -2.49 1.61  -0.963
5 C 4.74 -1.63 2.66  -0.211
6 C 4.19 -0.35 2.70  -0.956
7 C 3.37 0.06 1.67  -0.283
8 C 3.07 -0.79 0.60  -0.242
9 C 2.10 -0.33 -0.42  0.247
10 O 1.57 0.81 -0.30  -0.590
11 N 1.78 -1.23 -1.37  -0.753
12 N 0.81 -0.69 -2.15  0.564
13 C 0.36 -1.28 -3.18  -0.300
14 C -0.70 -0.57 -3.92  0.409
15 C -1.09 -0.92 -5.20  -0.888
16 C -2.04 -0.15 -5.85  -0.330
17 C -2.57 0.95 -5.20  -1.031
18 C -2.13 1.24 -3.91  -0.391
19 N -1.23 0.49 -3.28  0.430
20 H 2.82 -2.50 -1.09  0.606
21 H 4.90 -3.48 1.56  0.522
22 H 5.39 -1.97 3.46  0.429
23 H 4.41 0.31 3.52  0.449
24 H 2.91 1.04 1.67  0.543
25 H 0.75 -2.24 -3.52  0.457
26 H -0.63 -1.77 -5.68  0.453
27 H -2.35 -0.39 -6.85  0.426
28 H -3.30 1.59 -5.68  0.448
29 H -2.51 2.09 -3.37  0.623
30 C -3.59 2.20 2.03  -1.013
31 Si -3.74 1.29 0.44  0.686
32 C -4.88 -0.16 0.51  -1.193
33 C -4.11 2.40 -0.98  -0.869
34 Se -1.63 0.30 0.23  -0.248
35 H -4.58 2.50 2.39  0.411
36 H -2.98 3.10 1.89  0.260
37 H -3.12 1.58 2.80  0.307
38 H -5.92 0.19 0.45  0.357
39 H -4.76 -0.71 1.44  0.291
40 H -4.72 -0.84 -0.33  0.333
41 H -4.91 3.09 -0.69  0.423
42 H -4.44 1.84 -1.86  0.350
43 H -3.24 3.01 -1.23  0.167
44 C -0.28 -5.37 2.60  -0.812
45 N 1.08 -4.87 2.07  0.042
46 C 1.65 -3.86 3.08  -0.451
47 N 0.72 -2.82 3.33  0.237
48 C -0.55 -3.36 3.82  -1.004
49 N -1.16 -4.29 2.86  0.138
50 C -1.60 -3.59 1.63  -1.047
51 P -0.21 -2.77 0.69  0.678
52 C 0.93 -4.24 0.70  -1.102
53 C 0.55 -1.94 2.17  -0.069
54 H -0.05 -5.92 3.51  0.372
55 H -0.68 -6.04 1.84  0.390
56 H 1.72 -5.66 2.00  0.350
57 H 2.58 -3.48 2.65  -0.149
58 H 1.85 -4.44 3.98  0.399
59 H -1.23 -2.54 4.00  0.399
60 H -0.37 -3.89 4.75  0.302
61 H -2.32 -2.82 1.91  0.404
62 H -2.11 -4.31 0.98  0.437
63 H 1.92 -3.94 0.36  0.617
64 H 0.54 -5.01 0.03  0.535
65 H -0.09 -1.10 2.45  0.840
66 H 1.52 -1.52 1.90  -0.761
67 O 0.15 3.38 1.23  -0.633
68 S -0.40 3.99 0.05  1.055
69 O -1.78 4.38 0.08  -0.708
70 N -0.13 3.03 -1.27  0.357
71 C 0.76 3.54 -2.13  0.761
72 S 1.34 2.62 -3.39  -0.443
73 C 1.18 4.91 -1.75  0.028
74 C 2.02 5.77 -2.43  -0.725
75 C 2.27 7.02 -1.86  -0.544
76 C 1.71 7.39 -0.65  -0.629
77 C 0.86 6.52 0.04  -0.675
78 C 0.62 5.30 -0.54  0.217
79 H 2.46 5.47 -3.37  0.433
80 H 2.92 7.72 -2.38  0.407
81 H 1.93 8.36 -0.22  0.408
82 H 0.42 6.80 0.99  0.492

Computed properties:
energy above the lowest of the compared OMol25 structures with the same formula, charge and spin	0.0	kJ/mol
E_HOMO (alpha / beta)	-10.33 / -10.48	eV
multiplicity	5
Kohn-Sham gap (alpha / beta)	7.66 / 5.87	eV
net charge	+1


DFT (ωB97M-V/def2-TZVPD) results for a molecular structure, C23H13AgBrCl4I2N3O3.

Each line ends with the Mulliken charge.
Geometry (Å):
1 Ag -0.10 0.07 0.37  0.851
2 Cl 6.00 -0.59 4.01  -0.271
3 C 4.30 -0.56 3.60  0.145
4 C 3.35 -0.61 4.58  0.185
5 Cl 3.81 -0.69 6.27  -0.272
6 C 1.98 -0.59 4.22  0.316
7 Cl 0.76 -0.69 5.47  -0.275
8 C 1.53 -0.51 2.90  0.009
9 O 0.29 -0.51 2.58  -0.931
10 C 2.56 -0.48 1.83  0.216
11 O 2.21 -0.46 0.61  -0.922
12 C 3.90 -0.51 2.25  0.254
13 Cl 5.12 -0.50 0.98  -0.274
14 I -0.22 5.79 -0.38  -0.064
15 C -0.04 4.31 -1.85  -0.547
16 C 0.09 4.69 -3.18  -0.318
17 C 0.17 3.75 -4.17  -0.229
18 I 0.29 4.42 -6.16  -0.056
19 C 0.13 2.36 -3.86  0.990
20 C 0.19 1.32 -4.81  -0.596
21 C 0.16 0.02 -4.41  -0.877
22 C 0.07 -0.26 -3.03  -0.363
23 N 0.00 0.68 -2.13  0.155
24 C 0.02 1.97 -2.50  -0.102
25 C -0.11 2.96 -1.40  0.526
26 O -0.29 2.63 -0.21  -0.722
27 H 0.12 5.74 -3.43  0.299
28 H 0.27 1.57 -5.86  0.127
29 H 0.21 -0.79 -5.13  0.411
30 H 0.06 -1.28 -2.66  0.322
31 Br -5.61 -2.53 0.48  -0.260
32 C -4.60 -0.93 0.35  -0.160
33 C -5.20 0.29 0.58  -0.100
34 C -4.41 1.42 0.45  -0.865
35 C -3.07 1.28 0.08  -0.225
36 N -2.51 0.09 -0.15  0.055
37 C -3.26 -1.00 -0.01  -0.290
38 H -6.24 0.35 0.86  0.427
39 H -4.82 2.41 0.60  0.402
40 H -2.41 2.13 -0.02  0.510
41 H -2.78 -1.95 -0.22  0.445
42 C 1.40 -3.75 2.24  -0.821
43 C 0.71 -4.41 1.03  -0.307
44 C 0.12 -3.38 0.18  0.127
45 N -0.23 -2.42 -0.34  -0.224
46 H 1.78 -4.52 2.91  0.391
47 H 0.69 -3.12 2.78  0.243
48 H 2.22 -3.11 1.91  0.117
49 H -0.07 -5.11 1.34  0.277
50 H 1.43 -4.98 0.43  0.273

Computed properties:
energy above the lowest of the compared OMol25 structures with the same formula, charge and spin	121.2	kJ/mol
E_HOMO	-0.60	eV
multiplicity	1
Kohn-Sham gap	4.07	eV
net charge	-2


Repeat the first record exactly.
DFT (ωB97M-V/def2-TZVPD) results for C7H10S in the gas phase in a non-equilibrium geometry.

Each line ends with the Mulliken charge.
Geometry (Å):
1 C 0.89 1.65 -0.22  -0.398
2 C 1.34 0.66 -0.94  -0.811
3 C 0.38 -0.33 -1.14  0.087
4 C 0.62 -1.73 -1.70  -0.810
5 C 0.29 -1.45 -0.20  0.302
6 C -0.91 -1.38 0.66  -1.153
7 C -0.95 -0.26 1.56  -0.564
8 S -0.68 1.48 0.77  -0.185
9 H 1.43 2.58 0.16  0.331
10 H 2.23 0.66 -1.45  0.485
11 H -0.63 0.27 -1.38  0.444
12 H -0.07 -2.09 -2.41  0.331
13 H 1.72 -2.18 -1.69  0.222
14 H 1.24 -1.50 0.46  0.188
15 H -1.04 -2.25 1.26  0.405
16 H -1.76 -1.49 0.08  0.381
17 H -1.92 -0.22 2.00  0.377
18 H -0.34 -0.44 2.44  0.366

Computed properties:
energy above the lowest of the compared OMol25 structures with the same formula, charge and spin	332.6	kJ/mol
E_HOMO	-8.38	eV
structure (SMILES)	C1=C[C@H]2C[C@@H]2CCS1
multiplicity	1
Kohn-Sham gap	9.38	eV


Question: What is the formula in the second record?
Answer: C29H36CoN7O4PS2SeSi